{"formula": "CH2O3S", "method": "wB97M-V/def2-TZVPD", "de_lowest_kj_mol": 43.5, "gap_ev": 10.4, "lumo_ev": -0.41, "symbols": ["C", "O", "O", "O", "S", "H", "H"], "coordinates": [[0.330437, -0.322301, 0.078662], [-0.566013, 0.071726, -2.919895], [1.129528, -0.841936, -0.647569], [-0.474323, -2.399387, -2.710801], [0.217435, -1.143344, -2.886193], [0.285577, -0.605294, 1.071759], [-0.639637, -0.032827, -0.433940]], "atomic_forces_ev_per_a": [[-2.7464, -1.5141, -3.1228], [0.2164, -0.6795, 0.3052], [1.5835, 0.2172, -0.0090], [0.2363, 0.8315, 0.1428], [-0.4214, -0.1727, -0.8648], [0.4118, 0.3838, 2.7803], [0.7198, 0.9338, 0.7683]]}

{"formula": "C7H15N", "method": "wB97M-V/def2-TZVPD", "de_lowest_kj_mol": 130.1, "smiles": "C=C(CC)C[C@@H](C)N", "gap_ev": 10.1, "lumo_ev": 1.06, "symbols": ["C", "C", "C", "C", "C", "C", "C", "N", "H", "H", "H", "H", "H", "H", "H", "H", "H", "H", "H", "H", "H", "H", "H"], "coordinates": [[1.690961, -1.137384, 1.094085], [0.455923, -1.100146, 0.564072], [-0.014963, -2.091676, -0.438913], [-0.122802, -1.646294, -1.938261], [-0.569906, -0.022411, 0.887628], [-0.045408, 1.372495, 0.314084], [-1.073026, 2.112838, -0.510842], [0.205180, 2.199337, 1.537626], [2.352749, -1.909625, 0.737968], [1.964072, -0.336283, 1.764220], [0.625062, -2.979761, -0.447402], [-1.003828, -2.469825, -0.143218], [-0.343967, -0.603029, -2.041482], [0.756244, -2.018137, -2.471737], [-0.826836, -2.381101, -2.335460], [-0.737769, 0.041834, 1.963508], [-1.537607, -0.334715, 0.502525], [0.902119, 1.174261, -0.186136], [-0.592038, 3.007213, -0.928393], [-1.441687, 1.559376, -1.370806], [-1.818414, 2.455442, 0.212693], [1.106547, 1.928359, 1.907414], [0.069396, 3.179235, 1.326830]], "atomic_forces_ev_per_a": [[-1.6302, 0.2706, -0.8333], [0.1738, 0.0903, 0.3576], [-0.0043, -0.9619, -0.6657], [0.4241, -2.1658, 1.0647], [0.9691, 0.1467, -0.5892], [-0.8198, -0.6294, 2.0734], [0.8489, 0.5477, 0.0012], [-0.4331, -0.6666, -0.8842], [0.4553, 0.0601, 0.3312], [0.4975, -0.2383, 0.2560], [0.0728, 0.0796, 0.2004], [0.1213, 0.2412, 0.1116], [-0.2551, 0.3289, -0.5192], [0.4379, 1.0192, 0.1261], [-0.7558, 0.8592, -0.3287], [0.3208, 0.2939, -0.0242], [-0.0999, 0.2295, -0.4508], [-0.1702, 0.0858, -0.4113], [-0.1226, 0.0045, 0.0637], [-0.3803, -0.1822, 0.2628], [-0.4367, -0.2252, -0.5122], [0.0397, 0.7569, 0.1646], [0.7468, 0.0551, 0.2058]]}

{"formula": "CH2N3O2P", "method": "wB97M-V/def2-TZVPD", "de_lowest_kj_mol": 167.9, "gap_ev": 9.1, "lumo_ev": -1.32, "symbols": ["C", "N", "N", "N", "O", "O", "P", "H", "H"], "coordinates": [[1.674876, -1.633967, 1.035046], [1.286999, -1.806559, -0.051626], [0.141793, 1.873076, 1.035681], [-1.171780, 0.293927, -0.697869], [-0.250524, -0.203830, -1.301491], [-2.285942, -0.155125, -0.379058], [-0.884218, 2.136712, -0.040733], [0.948492, -1.552804, -0.964879], [0.540304, 1.048569, 1.364930]], "atomic_forces_ev_per_a": [[-0.1256, -0.2315, -0.2751], [0.5258, 0.2154, 0.5235], [-0.8593, 2.0976, -0.4429], [-1.8674, 1.8754, 0.9448], [-0.8153, -0.5755, -0.4816], [2.1411, -0.1949, -0.9468], [0.1131, -1.0888, -0.0708], [-0.0567, -0.3869, 0.1199], [0.9444, -1.7108, 0.6291]]}

{"formula": "C4H5NO2", "method": "wB97M-V/def2-TZVPD", "de_lowest_kj_mol": 359.4, "smiles": "CC1=C(O)N1C=O", "gap_ev": 8.9, "lumo_ev": 0.47, "symbols": ["C", "C", "C", "O", "N", "C", "O", "H", "H", "H", "H", "H"], "coordinates": [[0.033866, 0.372322, -1.871390], [0.215162, -0.231530, -0.544160], [0.385715, -1.049983, 0.415219], [0.471726, -2.249422, 0.975800], [0.542219, 0.314105, 0.886787], [-0.571342, 0.944334, 1.487249], [-1.520899, 1.380794, 0.881792], [-0.837609, 1.032681, -1.866972], [0.916126, 0.960234, -2.147995], [-0.113784, -0.410312, -2.620679], [0.920809, -2.150597, 1.828437], [-0.441988, 1.087374, 2.575910]], "atomic_forces_ev_per_a": [[-0.0170, 0.0040, -0.0244], [-0.0333, -0.2337, -0.0192], [-0.0998, 0.1020, -0.2870], [0.0748, 0.1685, 0.0572], [-0.0070, 0.1409, 0.1811], [-0.3223, 0.1667, -0.1352], [0.4547, -0.2175, 0.2561], [0.1253, -0.0980, -0.0097], [-0.1044, -0.0764, 0.0577], [0.0262, 0.0910, 0.1202], [-0.0557, -0.0378, -0.0894], [-0.0415, -0.0097, -0.1074]]}

{"formula": "C16H15ClPdS", "method": "wB97M-V/def2-TZVPD", "spin_multiplicity": 5, "s_squared": 6.056, "gap_ev": [8.2, 5.5], "lumo_ev": [0.63, -2.42], "symbols": ["C", "C", "C", "H", "C", "C", "H", "H", "H", "H", "Pd", "Cl", "C", "C", "C", "H", "C", "C", "H", "H", "H", "H", "S", "C", "C", "C", "C", "C", "C", "H", "H", "H", "H", "H"], "coordinates": [[-2.768941, -0.987786, -1.240623], [-1.890696, -1.158310, -2.372840], [-1.529126, 0.140131, -2.856360], [-1.402101, -2.067874, -2.665582], [-2.085550, 1.085282, -1.994840], [-2.885552, 0.433773, -0.995798], [-3.474696, 0.917637, -0.197699], [-3.134770, -1.778934, -0.557500], [-0.734840, 0.350291, -3.600608], [-1.909398, 2.196505, -2.026884], [-0.946218, -0.137368, -0.873463], [0.453424, -2.168015, 0.457786], [2.846078, 0.187183, -0.927735], [2.490371, 1.431895, -1.538592], [1.953824, 1.152139, -2.833002], [2.558746, 2.404315, -1.063318], [2.017833, -0.267983, -3.039592], [2.556228, -0.859696, -1.856460], [2.683364, -1.914674, -1.660068], [3.233410, 0.050317, 0.074397], [1.572535, 1.889452, -3.538896], [1.699099, -0.807074, -3.930005], [-0.133595, 2.205665, 1.162397], [-0.126149, 0.929947, 2.274846], [1.102969, 0.446050, 2.811347], [1.108978, -0.437273, 3.882550], [-0.102243, -0.933240, 4.391286], [-1.312070, -0.599037, 3.763710], [-1.328385, 0.277594, 2.682053], [2.024502, 0.821458, 2.370753], [2.066214, -0.728842, 4.330722], [-0.097164, -1.588355, 5.267808], [-2.254818, -1.017827, 4.138228], [-2.251271, 0.532658, 2.161998]], "atomic_forces_ev_per_a": [[-1.4270, -0.7657, -0.1463], [-1.2788, -0.6232, -0.8087], [0.8554, -0.4618, -1.8602], [-0.2747, -0.2943, -0.2326], [-1.8303, 3.7073, -0.3779], [-1.9986, 0.1718, -0.3109], [0.5168, -0.3628, -0.6579], [0.2284, 0.6117, -0.7920], [-0.9210, -0.2484, 0.4895], [-0.3299, -1.4428, -0.1016], [7.3225, -1.3657, 5.5759], [-0.6974, 1.1548, -0.6742], [-0.5220, 3.2252, -0.3736], [0.5126, -1.6743, 1.6690], [0.3431, -1.0925, 0.0736], [0.0183, -0.1867, -0.1427], [0.3870, -0.5876, 1.1320], [-1.1562, 0.1996, -2.5282], [-0.0041, 0.0911, -0.0909], [-0.0421, 0.0402, -0.1786], [0.1382, -0.2137, 0.1890], [0.1225, 0.1819, 0.2736], [-0.0487, -0.0375, -0.2119], [0.1099, -0.9299, -0.0348], [-0.1922, 0.1195, 0.4777], [0.1034, 0.1005, -0.2051], [0.0690, 0.1966, -0.1655], [-0.2043, 0.0720, -0.1724], [0.2402, 0.0591, 0.5016], [-0.1655, -0.0103, 0.2594], [-0.4756, 0.0248, -0.2200], [-0.0313, 0.2148, -0.3892], [0.4656, 0.1286, -0.2370], [0.1671, -0.0023, 0.2709]]}

{"formula": "C2H3N4", "method": "wB97M-V/def2-TZVPD", "de_lowest_kj_mol": 232.5, "gap_ev": 8.8, "lumo_ev": -6.08, "total_charge": 1, "symbols": ["C", "C", "N", "N", "N", "N", "H", "H", "H"], "coordinates": [[-0.971682, -0.438441, 0.450433], [-0.540996, -0.828984, -0.736921], [0.811006, 0.969208, 0.994861], [-0.179303, 0.734073, 0.282397], [1.744042, 1.040469, 1.610261], [0.246942, 0.297498, -1.081972], [-1.612563, -0.752964, 1.284732], [-0.616858, -1.742783, -1.286360], [1.119412, 0.721923, -1.517432]], "atomic_forces_ev_per_a": [[-0.4668, -1.1477, 0.6060], [0.7857, -1.9078, -1.6760], [3.8982, -0.5723, 2.9153], [-0.6518, 3.1072, -1.8994], [-1.7090, 0.5907, -0.8441], [-0.5600, 1.0052, 1.4055], [0.4780, 0.4699, -0.6307], [-0.3140, -0.0710, -0.5412], [-1.4603, -1.4740, 0.6646]]}